C30H34N4O4 | ωB97M-V with the def2-TZVPD basis set

Each atom is followed by the atoms it is bonded to, with distances in Å.
CARTESIAN COORDINATES (ANGSTROEM)
1 C 5.101 -2.425 1.655  H2 1.089, H3 1.087, H4 1.088, C5 1.527
2 H 5.578 -1.474 1.426  C1 1.089
3 H 4.593 -2.779 0.761  C1 1.087
4 H 5.877 -3.144 1.905  C1 1.088
5 C 4.133 -2.264 2.824  C1 1.527, C6 1.527, C10 1.533, H72 1.094
6 C 4.894 -1.821 4.072  C5 1.527, H7 1.087, H8 1.088, H9 1.088
7 H 4.222 -1.762 4.925  C6 1.087
8 H 5.685 -2.529 4.308  C6 1.088
9 H 5.342 -0.842 3.916  C6 1.088
10 C 3.028 -1.249 2.509  C5 1.533, C11 1.523, H70 1.092, H71 1.092
11 C 1.998 -1.777 1.518  C10 1.523, N12 1.455, H50 1.096, C51 1.544
12 N 1.158 -0.690 1.040  C11 1.455, C13 1.335, H49 1.018
13 C 0.522 -0.730 -0.133  N12 1.335, O14 1.221, C15 1.541
14 O 0.606 -1.655 -0.925  C13 1.221
15 C -0.332 0.524 -0.403  C13 1.541, N16 1.451, C40 1.538, H48 1.098
16 N 0.541 1.651 -0.677  C15 1.451, C17 1.357, C25 1.460
17 C 1.101 2.393 0.310  N16 1.357, O18 1.220, C19 1.476
18 O 1.103 2.095 1.494  C17 1.220
19 C 1.690 3.578 -0.345  C17 1.476, C20 1.384, C24 1.395
20 C 2.394 4.637 0.199  C19 1.384, C21 1.386, H47 1.079
21 C 2.832 5.635 -0.656  C20 1.386, C22 1.388, H46 1.080
22 C 2.578 5.566 -2.019  C21 1.388, C23 1.389, H45 1.080
23 C 1.875 4.500 -2.565  C22 1.389, C24 1.380, H44 1.081
24 C 1.428 3.511 -1.714  C19 1.395, C23 1.380, C25 1.497
25 C 0.646 2.265 -1.997  N16 1.460, C24 1.497, C26 1.493, H43 1.102
26 C -0.752 2.456 -2.485  C25 1.493, C27 1.365, N34 1.369
27 C -1.700 1.506 -2.239  C26 1.365, C28 1.425, C40 1.488
28 C -2.928 2.006 -2.762  C27 1.425, C29 1.394, C33 1.419
29 C -4.231 1.515 -2.828  C28 1.394, C30 1.376, H39 1.080
30 C -5.198 2.292 -3.424  C29 1.376, C31 1.398, H38 1.080
31 C -4.896 3.548 -3.959  C30 1.398, C32 1.379, H37 1.080
32 C -3.617 4.060 -3.909  C31 1.379, C33 1.388, H36 1.080
33 C -2.635 3.284 -3.307  C28 1.419, C32 1.388, N34 1.370
34 N -1.301 3.535 -3.123  C26 1.369, C33 1.370, H35 1.005
35 H -0.819 4.381 -3.373  N34 1.005
36 H -3.384 5.030 -4.322  C32 1.080
37 H -5.682 4.127 -4.419  C31 1.080
38 H -6.213 1.930 -3.485  C30 1.080
39 H -4.470 0.545 -2.419  C29 1.080
40 C -1.334 0.247 -1.536  C15 1.538, C27 1.488, H41 1.096, H42 1.089
41 H -0.860 -0.453 -2.234  C40 1.096
42 H -2.205 -0.253 -1.114  C40 1.089
43 H 1.194 1.589 -2.673  C25 1.102
44 H 1.697 4.447 -3.630  C23 1.081
45 H 2.936 6.352 -2.667  C22 1.080
46 H 3.383 6.476 -0.261  C21 1.080
47 H 2.588 4.672 1.260  C20 1.079
48 H -0.869 0.761 0.525  C15 1.098
49 H 1.078 0.143 1.618  N12 1.018
50 H 2.473 -2.236 0.643  C11 1.096
51 C 1.059 -2.816 2.168  C11 1.544, O52 1.213, N53 1.349
52 O 0.983 -2.996 3.365  C51 1.213
53 N 0.330 -3.486 1.252  C51 1.349, H54 1.016, C55 1.443
54 H 0.343 -3.141 0.297  N53 1.016
55 C -0.838 -4.240 1.639  N53 1.443, H56 1.092, H57 1.092, C58 1.542
56 H -1.040 -4.986 0.867  C55 1.092
57 H -0.626 -4.735 2.590  C55 1.092
58 C -2.055 -3.312 1.820  C55 1.542, H59 1.095, C60 1.543, O68 1.421
59 H -1.815 -2.590 2.608  C58 1.095
60 C -3.343 -4.107 2.120  C58 1.543, H61 1.087, H62 1.090, C63 1.532
61 H -3.726 -3.889 3.114  C60 1.087
62 H -3.142 -5.176 2.055  C60 1.090
63 C -4.311 -3.667 1.017  C60 1.532, H64 1.087, H65 1.090, C66 1.529
64 H -4.950 -4.474 0.666  C63 1.087
65 H -4.935 -2.843 1.363  C63 1.090
66 C -3.352 -3.168 -0.064  C63 1.529, H67 1.091, O68 1.410, H69 1.100
67 H -3.787 -2.421 -0.729  C66 1.091
68 O -2.298 -2.553 0.643  C58 1.421, C66 1.410
69 H -2.976 -4.006 -0.669  C66 1.100
70 H 2.500 -1.005 3.433  C10 1.092
71 H 3.472 -0.333 2.112  C10 1.092
72 H 3.659 -3.229 3.032  C5 1.094

Summary:
Energy relative to the best compared isomer or geometry (same formula, charge and spin): 4.8 kcal/mol
Structure (SMILES): CC(C)C[C@H](NC(=O)[C@@H]1Cc2c([nH]c3ccccc23)[C@H]2c3ccccc3C(=O)N21)C(=O)NC[C@@H]1CCCO1
Highest occupied orbital energy: -8.0 eV
Charge: 0
Frontier orbital gap: 0.3065 hartree
Multiplicity: 1
Total energy: -1683.68240 hartree

***

C4H10OSi2 | ωB97M-V with the def2-TZVPD basis set

Each atom is followed by the atoms it is bonded to, with distances in Å.
CARTESIAN COORDINATES (ANGSTROEM)
1 C 1.855 -2.030 -0.964  C3 1.348, H8 1.054, H9 1.072
2 C -2.688 0.298 0.979  C4 1.316, H10 1.106, H11 1.089
3 C 1.182 -1.424 0.034  C1 1.348, Si7 1.930, H12 1.155
4 C -1.467 -0.163 1.144  C2 1.316, Si7 1.936, H13 1.041
5 O -0.647 -0.166 -1.625  Si7 1.613, H14 1.033
6 Si 1.081 2.112 -0.055  Si7 2.342, H15 1.514, H16 1.491, H17 1.408
7 Si -0.041 0.059 -0.148  C3 1.930, C4 1.936, O5 1.613, Si6 2.342
8 H 2.531 -2.775 -0.652  C1 1.054
9 H 1.894 -1.707 -1.985  C1 1.072
10 H -3.505 0.173 1.713  C2 1.106
11 H -3.111 0.683 0.053  C2 1.089
12 H 1.354 -1.661 1.151  C3 1.155
13 H -1.325 -0.264 2.170  C4 1.041
14 H -1.109 -1.039 -1.927  O5 1.033
15 H 0.666 3.235 -0.982  Si6 1.514
16 H 0.853 2.664 1.312  Si6 1.491
17 H 2.476 2.007 -0.218  Si6 1.408

Summary:
Energy relative to the best compared isomer or geometry (same formula, charge and spin): 21.6 kcal/mol
Highest occupied orbital energy (spin up / spin down): -4.3 / -9.4 eV
Charge: 0
Expectation value of S²: 2.02
Frontier orbital gap (spin up / spin down): 0.1858 / 0.1845 hartree
Multiplicity: 3
Total energy: -812.38757 hartree

***

C4H12NO2 | ωB97M-V with the def2-TZVPD basis set

Each atom is followed by the atoms it is bonded to, with distances in Å.
CARTESIAN COORDINATES (ANGSTROEM)
1 C -1.176 -0.847 -1.738  N5 1.512, H8 1.030, H9 1.060, H10 1.119
2 C 0.601 -1.802 -0.348  N5 1.498, H11 1.102, H12 1.000, H13 1.079
3 C 0.896 2.203 1.489  O7 1.425, H14 1.134, H15 1.155, H16 1.179
4 C -0.317 0.402 0.332  N5 1.525, O6 1.310, O7 1.527, H17 1.219
5 N -0.003 -0.522 -0.840  C1 1.512, C2 1.498, C4 1.525, H18 1.054
6 O -0.895 -0.124 1.384  C4 1.310, H19 0.982
7 O 1.000 1.147 0.537  C3 1.425, C4 1.527
8 H -0.957 -1.656 -2.337  C1 1.030
9 H -1.894 -1.134 -1.014  C1 1.060
10 H -1.547 -0.123 -2.506  C1 1.119
11 H 0.121 -2.294 0.514  C2 1.102
12 H 0.568 -2.432 -1.123  C2 1.000
13 H 1.555 -1.433 -0.005  C2 1.079
14 H 0.224 3.070 1.200  C3 1.134
15 H 1.882 2.803 1.496  C3 1.155
16 H 0.568 1.624 2.463  C3 1.179
17 H -1.023 1.321 -0.046  C4 1.219
18 H 0.652 -0.163 -1.583  N5 1.054
19 H -0.256 -0.038 2.125  O6 0.982

Summary:
Energy relative to the best compared isomer or geometry (same formula, charge and spin): 128.7 kcal/mol
Highest occupied orbital energy (spin up / spin down): -7.3 / -16.4 eV
Charge: +1
Expectation value of S²: 2.01
Frontier orbital gap (spin up / spin down): 0.1542 / 0.2608 hartree
Multiplicity: 3
Total energy: -364.22778 hartree